# 1
146
Properties=species:S:1:pos:R:3:lowdin_charge:R:1 method="wB97M-V/def2-TZVPD" orbital_gap_ev=7.82 spin_multiplicity=1 total_charge=-1
C -3.674 -1.259 0.247 -0.102
C -3.696 -0.768 -1.144 -0.785
Cl -4.266 -1.896 -2.327 0.685
C -3.306 0.423 -1.489 -0.724
Cl -3.339 0.858 -3.174 0.669
S -2.694 1.700 -0.370 0.462
O -2.191 2.698 -1.250 -0.360
O -3.804 2.196 0.395 -0.306
N -1.498 1.057 0.484 -0.329
S -1.437 1.606 2.029 0.526
O -1.431 3.026 2.104 -0.293
O -0.224 1.045 2.563 -0.342
C -2.773 0.865 2.974 -0.194
C -3.140 1.625 4.273 -0.439
C -4.421 2.409 4.040 -0.031
O -2.118 2.444 4.790 -0.060
H -3.227 -0.564 0.937 0.028
H -3.082 -2.171 0.296 0.086
H -4.686 -1.484 0.575 0.096
H -2.460 -0.139 3.223 0.068
H -3.653 0.833 2.346 0.072
H -3.373 0.877 5.036 0.135
H -4.355 2.877 3.059 0.077
H -5.254 1.712 4.021 0.083
H -4.577 3.171 4.797 0.079
H -1.329 1.899 4.924 0.092
C -2.806 -2.871 3.406 -0.356
O -3.713 -2.193 3.851 0.012
N -2.851 -4.206 3.238 -0.195
C -1.731 -4.951 2.698 -0.051
C -4.062 -4.915 3.611 -0.045
H -1.844 -2.429 3.091 0.138
H -2.035 -5.462 1.782 0.091
H -1.395 -5.691 3.428 0.087
H -0.906 -4.280 2.470 0.081
H -4.905 -4.530 3.036 0.091
H -4.269 -4.758 4.670 0.090
H -3.943 -5.978 3.416 0.082
C -1.326 -3.695 -3.128 -0.381
O -1.659 -4.418 -2.204 -0.020
N -1.002 -4.114 -4.360 -0.189
C -0.609 -3.159 -5.385 -0.065
C -1.039 -5.530 -4.665 -0.047
H -1.249 -2.600 -3.018 0.126
H -1.274 -3.225 -6.246 0.087
H 0.411 -3.369 -5.705 0.087
H -0.655 -2.152 -4.983 0.080
H -2.047 -5.917 -4.504 0.089
H -0.357 -6.068 -4.004 0.088
H -0.746 -5.692 -5.700 0.076
C 1.166 -0.576 -6.880 -0.332
O 0.305 -1.359 -7.256 -0.022
N 2.384 -0.425 -7.410 -0.183
C 3.301 0.548 -6.853 -0.059
C 2.767 -1.251 -8.539 -0.039
H 1.000 0.091 -6.019 0.118
H 3.580 1.280 -7.618 0.084
H 4.200 0.042 -6.496 0.091
H 2.828 1.058 -6.019 0.055
H 2.072 -1.076 -9.362 0.087
H 2.705 -2.303 -8.253 0.083
H 3.779 -1.015 -8.857 0.083
C 1.268 -5.794 -9.146 -0.363
O 2.224 -5.076 -8.929 0.009
N 0.159 -5.434 -9.819 -0.199
C -0.939 -6.353 -10.035 -0.064
C 0.062 -4.080 -10.344 -0.032
H 1.234 -6.841 -8.793 0.130
H -1.101 -6.489 -11.107 0.086
H -1.850 -5.952 -9.585 0.089
H -0.720 -7.320 -9.586 0.080
H 0.887 -3.903 -11.036 0.092
H 0.139 -3.366 -9.521 0.086
H -0.884 -3.945 -10.860 0.085
C 1.522 3.458 7.544 -0.367
O 0.935 2.443 7.871 0.006
N 0.945 4.556 7.031 -0.195
C 1.714 5.728 6.669 -0.065
C -0.499 4.569 6.828 -0.013
H 2.618 3.557 7.649 0.127
H 1.366 6.589 7.245 0.085
H 1.588 5.935 5.605 0.092
H 2.770 5.568 6.876 0.077
H -1.001 4.408 7.784 0.082
H -0.779 3.764 6.152 0.076
H -0.810 5.521 6.407 0.092
C 1.907 0.707 -2.757 -0.330
O 2.433 0.479 -3.851 -0.057
N 0.856 1.505 -2.568 -0.140
C 0.278 1.731 -1.247 -0.059
C 0.264 2.172 -3.718 -0.037
H 2.276 0.253 -1.828 0.108
H -0.766 1.415 -1.239 0.011
H 0.328 2.794 -1.006 0.106
H 0.825 1.167 -0.494 0.075
H -0.075 1.424 -4.438 0.076
H 1.012 2.799 -4.198 0.062
H -0.576 2.784 -3.406 0.075
C 1.081 6.001 -3.453 -0.338
O 0.289 5.207 -3.914 0.026
N 2.347 6.171 -3.892 -0.201
C 3.245 7.138 -3.296 -0.067
C 2.818 5.354 -4.998 -0.039
H 0.822 6.666 -2.611 0.135
H 3.561 7.862 -4.050 0.084
H 4.126 6.628 -2.899 0.087
H 2.747 7.666 -2.486 0.081
H 2.192 5.524 -5.875 0.093
H 2.755 4.299 -4.731 0.082
H 3.850 5.608 -5.232 0.082
C 4.076 -1.883 4.530 -0.378
O 3.464 -2.896 4.820 -0.007
N 3.537 -0.772 4.009 -0.188
C 4.338 0.391 3.691 -0.057
C 2.102 -0.723 3.751 -0.033
H 5.169 -1.800 4.680 0.124
H 3.982 1.250 4.264 0.089
H 4.255 0.614 2.626 0.080
H 5.384 0.210 3.936 0.077
H 1.559 -0.882 4.682 0.097
H 1.830 -1.514 3.053 0.083
H 1.827 0.239 3.330 0.064
C 3.489 -1.165 0.144 -0.358
O 2.403 -0.632 0.270 0.011
N 3.675 -2.484 -0.029 -0.189
C 4.994 -3.064 -0.176 -0.062
C 2.508 -3.353 -0.071 -0.026
H 4.432 -0.590 0.160 0.134
H 5.068 -3.571 -1.140 0.088
H 5.169 -3.789 0.623 0.088
H 5.756 -2.290 -0.124 0.080
H 1.853 -3.050 -0.888 0.094
H 1.953 -3.266 0.863 0.086
H 2.819 -4.384 -0.215 0.085
C -4.281 3.335 9.590 -0.365
O -4.215 2.918 8.455 0.026
N -3.374 3.091 10.560 -0.203
C -3.521 3.623 11.897 -0.072
C -2.212 2.269 10.250 -0.029
H -5.120 3.969 9.935 0.129
H -2.666 4.260 12.138 0.086
H -3.569 2.803 12.618 0.086
H -4.433 4.213 11.972 0.078
H -1.641 2.726 9.442 0.075
H -2.541 1.283 9.920 0.096
H -1.582 2.168 11.130 0.085

---

# 2
70
Properties=species:S:1:pos:R:3:lowdin_charge:R:1 method="wB97M-V/def2-TZVPD" orbital_gap_ev="5.46 / 5.46" de_lowest_kcal_mol=96.0 spin_multiplicity=1 total_charge=0
Sn -0.766 2.298 -4.164 1.392
C -1.923 1.899 -7.187 -0.159
C -2.043 0.585 -6.901 -0.158
C -1.130 -0.519 -7.365 -0.167
C 0.388 -0.213 -7.282 -0.174
C 0.800 0.617 -6.112 -0.135
C 0.712 2.027 -6.089 -0.370
C 0.452 2.794 -7.364 -0.186
C -0.881 2.483 -8.112 -0.169
C -0.135 1.993 -1.402 -0.155
H -2.761 2.586 -6.975 0.106
H -3.023 0.196 -6.606 0.117
H -1.359 -0.722 -8.432 0.127
H -1.363 -1.445 -6.787 0.116
H 0.902 -1.190 -7.221 0.120
H 0.719 0.247 -8.240 0.118
H 1.567 0.141 -5.481 0.068
H 1.384 2.600 -5.478 0.056
H 1.264 2.620 -8.084 0.127
H 0.422 3.852 -7.073 0.109
H -1.296 3.443 -8.483 0.116
H -0.736 1.841 -9.017 0.122
H -0.768 2.588 -0.728 -0.009
H 0.902 2.359 -1.347 -0.067
H -0.161 0.982 -0.931 -0.104
P 1.909 -0.405 -2.009 1.091
P -1.493 -1.070 -1.596 0.908
N 3.148 0.629 -2.816 -0.233
N 3.045 -1.636 -1.665 -0.299
N -2.397 0.290 -2.622 -0.169
N -2.781 -2.249 -1.592 -0.284
C 0.810 -1.066 -3.402 -0.387
C -0.525 -1.749 -3.012 -0.392
C 3.417 1.954 -2.438 -0.155
C 4.322 2.498 -3.327 -0.098
C 4.575 1.505 -4.348 -0.095
C 3.809 0.393 -4.034 -0.156
C 3.948 -1.495 -0.581 -0.127
C 4.518 -2.731 -0.325 -0.087
C 3.982 -3.667 -1.298 -0.085
C 3.091 -2.957 -2.108 -0.137
C -2.891 1.454 -2.024 -0.163
C -3.182 2.412 -2.968 -0.125
C -2.961 1.760 -4.252 -0.318
C -2.439 0.464 -3.995 -0.273
C -3.925 -2.357 -2.389 -0.157
C -4.924 -2.984 -1.660 -0.101
C -4.413 -3.236 -0.348 -0.097
C -3.095 -2.802 -0.335 -0.261
H 1.451 -1.706 -4.024 0.066
H 0.678 -0.155 -3.985 -0.021
H -1.208 -1.793 -3.871 0.050
H -0.255 -2.788 -2.752 0.087
H 2.871 2.385 -1.612 0.083
H 4.729 3.497 -3.278 0.087
H 5.214 1.584 -5.228 0.092
H 3.616 -0.501 -4.604 0.099
H 3.997 -0.561 -0.059 0.096
H 5.206 -2.967 0.469 0.088
H 4.202 -4.723 -1.360 0.086
H 2.433 -3.275 -2.895 0.086
H -3.003 1.524 -0.926 0.066
H -3.503 3.413 -2.782 0.110
H -3.249 2.159 -5.237 0.082
H -2.388 -0.358 -4.661 0.080
H -3.927 -1.962 -3.399 0.087
H -5.935 -3.204 -2.003 0.091
H -4.948 -3.650 0.511 0.099
H -2.390 -2.689 0.495 0.012
Br -2.188 -0.283 1.015 -0.167

---

# 3
18
Properties=species:S:1:pos:R:3:lowdin_charge:R:1 method="wB97M-V/def2-TZVPD" orbital_gap_ev=4.01 de_lowest_kcal_mol=4.3 spin_multiplicity=1 total_charge=0
C 2.847 -0.130 0.503 -0.191
O 1.563 -0.598 0.122 -0.471
C 0.789 -1.150 1.168 -0.221
C -0.601 -1.393 0.641 -0.188
O -1.123 -0.145 0.176 -0.323
C -2.433 -0.161 -0.214 -0.268
C -3.102 0.954 -0.493 0.008
H 2.949 -0.125 1.599 0.094
H 3.597 -0.700 -0.066 0.092
H 0.752 -0.483 2.045 0.136
H 1.235 -2.107 1.479 0.142
H -1.234 -1.784 1.449 0.140
H -0.581 -2.106 -0.197 0.137
H -2.872 -1.158 -0.313 0.126
H -2.637 1.937 -0.417 0.029
H -4.139 0.880 -0.818 0.064
H 3.089 0.977 0.237 0.035
Ba 0.666 1.396 -1.415 0.660

---

# 4
15
Properties=species:S:1:pos:R:3:lowdin_charge:R:1 method="wB97M-V/def2-TZVPD" orbital_gap_ev="8.77 / 8.77" de_lowest_kcal_mol=21.4 spin_multiplicity=1 total_charge=0
C -1.517 -0.921 1.286 -0.130
C -1.156 0.385 1.210 -0.188
C 0.612 -2.013 1.225 -0.317
C 0.877 0.458 -2.875 0.011
C -0.234 0.053 -2.635 0.023
C 0.777 1.423 0.522 -0.533
N -0.582 -1.914 1.168 0.137
N 0.101 0.830 1.420 -0.003
O 1.683 -2.447 1.122 0.174
Br 2.619 1.994 0.946 0.589
H -2.508 -1.293 1.448 0.101
H -1.966 1.042 0.989 0.105
H 1.711 1.090 -2.963 0.018
H -1.089 -0.382 -2.337 -0.015
H 0.670 1.694 -0.525 0.028

---

# 5
54
Properties=species:S:1:pos:R:3:lowdin_charge:R:1 method="wB97M-V/def2-TZVPD" orbital_gap_ev=8.04 de_lowest_kcal_mol=452.0 spin_multiplicity=1 total_charge=0
C 0.759 -3.759 2.189 -0.018
C 1.782 -4.017 1.115 -0.393
O 2.179 -5.177 0.906 0.047
C 2.382 -2.977 0.274 -0.173
C 3.403 -3.210 -0.626 -0.112
C 3.815 -2.467 -1.483 -0.134
C 3.366 -1.228 -1.268 -0.117
C 2.623 -0.683 -0.508 -0.316
C 2.127 -1.694 0.360 0.047
H 1.307 -1.349 1.190 0.165
C 2.124 0.569 -0.446 -0.196
N 0.856 0.752 0.033 -0.178
C -0.123 0.571 -0.813 -0.287
C -1.676 0.350 -0.488 0.030
N -1.945 1.716 0.197 -0.191
C -1.096 1.969 1.274 -0.346
C 0.308 2.165 0.768 0.021
H 0.387 2.811 -0.115 0.136
H 1.031 2.480 1.251 0.015
C -1.193 1.076 2.434 -0.127
H -0.517 0.279 2.218 0.104
H -2.210 0.758 2.619 0.137
C -0.560 1.740 3.599 -0.313
O 0.805 1.754 3.669 -0.068
H 1.413 1.143 3.243 0.097
H -0.877 1.291 4.524 0.091
H -0.882 2.923 3.984 0.193
H -1.342 3.088 1.321 0.177
C -2.476 2.539 -0.656 -0.309
C -3.784 2.203 -1.380 -0.023
C -3.980 2.316 -2.839 -0.252
C -2.976 2.990 -3.754 -0.059
H -3.247 3.996 -3.810 0.065
H -2.008 2.752 -3.417 0.050
H -3.302 2.534 -4.666 0.069
C -5.391 1.788 -3.444 -0.054
H -5.729 2.810 -3.825 0.099
H -5.371 0.883 -3.928 0.021
H -5.971 1.452 -2.495 0.088
H -4.423 1.584 -0.817 0.071
H -2.839 3.541 -0.073 0.185
H -1.745 2.625 -1.436 0.086
H -1.671 -0.473 0.401 0.166
H -2.301 0.181 -1.079 -0.020
H 0.007 1.071 -1.847 0.145
H -0.023 -0.444 -1.285 0.130
H 2.629 1.210 0.607 0.221
H 2.188 1.379 -1.094 0.113
H 3.855 -0.308 -2.251 0.213
H 4.561 -2.851 -2.385 0.191
H 3.609 -4.398 -0.897 0.191
H 1.302 -2.998 2.822 0.092
H -0.070 -3.112 1.566 0.138
H 0.423 -4.617 2.804 0.090

---

# 6
9
Properties=species:S:1:pos:R:3:lowdin_charge:R:1 method="wB97M-V/def2-TZVPD" orbital_gap_ev="9.38 / 9.38" de_lowest_kcal_mol=138.1 spin_multiplicity=1 total_charge=0
C 0.131 1.311 0.442 -0.114
C 0.111 -0.040 0.058 -0.150
N 0.294 1.279 1.707 0.086
N 0.408 -0.804 1.030 0.051
N -0.245 -0.774 -1.889 -0.481
O 0.509 -0.039 2.088 -0.057
Cl 0.288 -2.330 -2.089 0.519
H -0.258 2.210 0.077 0.105
H -1.237 -0.812 -1.425 0.040

---

# 7
16
Properties=species:S:1:pos:R:3:lowdin_charge:R:1 method="wB97M-V/def2-TZVPD" orbital_gap_ev="9.52 / 9.21" de_lowest_kcal_mol=120.8 spin_multiplicity=1 total_charge=0
C 0.376 -0.546 1.250 -0.170
C -0.289 -0.177 -0.010 -0.573
C -1.534 -0.961 -0.527 -0.035
C -0.357 1.234 -0.548 -0.057
N 0.904 -0.956 -0.002 0.089
N 2.684 0.120 0.046 0.097
H 0.935 0.103 1.843 0.077
H -0.095 -1.299 1.881 0.110
H -1.326 -1.760 -1.217 0.059
H -2.094 -0.236 -1.197 0.080
H -2.160 -1.551 0.210 0.095
H -1.404 1.682 -0.400 0.102
H -0.339 1.178 -1.754 0.134
H 0.386 1.837 -0.184 0.019
H 2.174 0.827 0.545 -0.042
H 2.661 0.376 -0.958 0.013

---

# 8
74
Properties=species:S:1:pos:R:3:lowdin_charge:R:1 method="wB97M-V/def2-TZVPD" orbital_gap_ev=2.06 spin_multiplicity=1 total_charge=+2
C 2.907 1.255 2.872 0.004
C 2.831 0.653 4.262 -0.003
C 1.986 -0.735 4.567 -0.242
O 0.780 -0.563 5.171 -0.011
O 2.455 -2.103 4.284 -0.075
C 2.946 -2.250 2.903 -0.154
C 1.757 -2.076 1.788 -0.156
C 1.362 -3.447 0.974 -0.166
C 1.482 -3.110 -0.625 -0.173
C 0.098 -2.555 -1.321 -0.165
C -0.623 -1.315 -0.530 -0.120
C -1.867 -0.606 -1.387 -0.247
C -1.182 -0.035 -2.791 -0.108
C 0.076 0.988 -2.546 -0.185
C 1.501 0.511 -3.204 -0.124
C 2.643 0.230 -2.018 -0.180
O 3.845 1.092 -2.170 -0.105
C 4.857 0.745 -1.125 -0.245
C 5.686 1.894 -0.244 -0.010
O 5.178 -0.539 -0.806 -0.060
C -2.932 -1.765 -1.847 -0.099
O -3.689 -2.049 -0.582 -0.141
C -4.011 -0.687 -0.063 -0.163
O -5.130 -0.516 0.645 0.091
C -2.868 0.435 -0.547 -0.152
C -2.208 1.420 0.582 -0.143
C -1.877 0.722 2.024 -0.610
C -3.210 0.532 3.005 -0.126
Cl -0.786 1.959 2.950 0.552
C -3.810 1.475 -1.401 -0.194
F -4.533 0.876 -2.545 -0.067
C -3.048 2.820 -1.942 -0.172
C -3.592 4.224 -1.215 -0.098
H 2.939 2.439 2.748 0.099
H 2.902 0.568 1.913 0.046
H 3.429 1.191 5.118 0.137
H 3.513 -3.288 2.783 0.158
H 3.773 -1.425 2.658 0.141
H 2.110 -1.251 1.006 0.094
H 0.744 -1.651 2.243 0.117
H 2.229 -4.231 1.215 0.150
H 0.328 -3.911 1.266 0.063
H 1.721 -4.147 -1.167 0.147
H 2.424 -2.438 -0.796 0.121
H -0.658 -3.479 -1.304 0.087
H 0.333 -2.352 -2.452 0.138
H 0.214 -0.556 -0.224 0.129
H -1.146 -1.792 0.429 0.027
H -0.909 -0.924 -3.540 0.137
H -2.035 0.576 -3.357 0.137
H -0.211 2.011 -3.091 0.128
H 0.173 1.282 -1.394 0.105
H 1.942 1.429 -3.827 0.142
H 1.429 -0.386 -3.952 0.122
H 2.229 0.418 -0.939 0.111
H 3.004 -0.882 -2.208 0.123
H 6.830 1.701 -0.461 0.115
H 5.349 2.975 -0.548 0.094
H 5.493 1.793 0.921 0.092
H -2.562 -2.835 -2.141 0.133
H -3.658 -1.518 -2.761 0.186
H -1.254 1.996 0.153 0.127
H -3.003 2.284 0.797 0.140
H -1.244 -0.261 1.976 0.066
H -3.469 -0.629 3.111 0.088
H -2.907 0.875 4.103 0.093
H -4.131 1.158 2.628 0.101
H -4.651 1.852 -0.642 0.173
H -3.253 2.906 -3.115 0.144
H -1.886 2.827 -1.807 0.085
H -4.245 4.854 -1.955 0.095
H -2.665 4.882 -0.887 0.097
H -4.209 3.975 -0.251 0.077
Zn -2.030 -3.510 0.633 1.281

---

# 9
23
Properties=species:S:1:pos:R:3:lowdin_charge:R:1 method="wB97M-V/def2-TZVPD" orbital_gap_ev=9.77 smiles=CN[C@H](CO)C(C)C de_lowest_kcal_mol=75.7 spin_multiplicity=1 total_charge=0
C -0.297 0.888 -2.505 -0.117
N -0.536 -0.276 -1.607 -0.085
C 0.343 -0.144 -0.353 -0.304
C -0.354 0.687 0.755 -0.388
C -1.416 -0.059 1.459 -0.108
C 0.680 1.255 1.843 -0.061
C 0.866 -1.544 0.069 -0.219
O 0.943 -2.622 -0.885 -0.113
H -0.625 1.623 -1.770 0.066
H -0.684 0.886 -3.447 0.031
H 0.788 1.070 -2.827 0.096
H -0.449 -1.217 -2.106 0.099
H 1.307 0.425 -0.610 0.147
H -0.604 1.679 0.263 0.135
H -1.915 0.593 2.196 0.080
H -2.169 -0.639 0.877 0.098
H -0.895 -0.742 2.175 0.083
H 0.056 1.550 2.674 0.063
H 1.359 2.081 1.613 0.070
H 1.484 0.564 2.124 0.070
H 0.231 -1.973 0.932 0.122
H 1.807 -1.431 0.607 0.111
H 0.080 -2.654 -1.477 0.125

---

# 10
14
Properties=species:S:1:pos:R:3:lowdin_charge:R:1 method="wB97M-V/def2-TZVPD" orbital_gap_ev=8.61 de_lowest_kcal_mol=137.2 spin_multiplicity=1 total_charge=0
C 0.990 1.062 -0.198 -0.231
C -0.471 0.545 -0.132 -0.335
C -1.185 0.113 1.168 -0.007
C -0.146 -2.111 0.049 -0.609
H 0.408 1.416 -2.247 0.265
H 1.042 1.948 0.284 0.056
H 1.916 0.439 0.268 0.180
H -1.236 0.763 -0.916 0.153
H -2.322 0.113 1.179 0.126
H -0.444 0.415 2.007 0.139
H -0.270 -2.347 1.113 0.068
N -0.598 -0.734 0.085 -0.170
O 1.467 1.193 -1.550 -0.182
S 0.849 -2.816 -1.109 0.546